1.
Entry from the OMol25 dataset: a 6-piece molecular cluster, C40H69FN7O7S overall at a distorted geometry (ωB97M-V/def2-TZVPD).

XYZ file:
```
125
Properties=species:S:1:pos:R:3:forces:R:3
C 2.43526 0.57695 4.30256 -4.106 -1.073 -1.660
C 1.17006 -0.10292 3.80771 4.395 2.350 1.520
C 0.36260 0.62773 2.59288 -0.869 0.024 2.885
C 0.36685 -0.05401 1.13818 0.715 -0.503 -0.191
N 0.08705 1.13616 0.19412 -1.880 -1.332 -1.285
C -1.10050 2.05434 0.55579 -1.441 1.742 -0.890
C -2.49390 1.20754 0.82453 -0.776 -0.172 -0.141
C -3.80996 2.05783 0.28789 -3.806 3.989 2.869
N -4.21217 2.01793 -1.17829 0.303 0.361 1.558
O -4.55070 2.84344 1.09199 5.091 -4.981 -4.294
C 1.43391 1.80392 -0.09056 1.419 3.333 2.819
N 1.62090 2.62676 -1.33993 -2.948 6.339 1.354
C 1.19697 3.91344 -1.12859 0.634 -3.019 1.325
S 0.65705 5.43079 -0.53470 1.937 -4.947 -2.328
C 2.61142 0.79299 0.43675 -0.334 0.526 -0.196
C 4.13111 0.86709 -0.15817 -0.076 -0.445 -0.962
C 5.30003 1.28192 0.91059 1.818 -0.626 -1.775
C 6.72141 0.68495 0.25834 -0.332 -0.799 0.002
F 5.19309 0.65432 2.24731 -0.378 1.472 -2.561
C 1.75968 -0.62787 0.41069 1.770 0.245 2.104
C 2.75679 -1.61050 1.24576 1.018 1.182 0.652
C 2.24311 -2.99941 1.82573 0.404 -2.108 0.192
C 0.64993 -3.32905 1.92279 -0.678 0.382 6.272
O 0.12740 -3.21792 3.17651 2.227 -0.354 -8.107
N -0.03107 -3.85894 0.71488 -1.172 0.714 2.024
C -1.45896 -3.54982 0.49930 -5.414 0.319 -2.014
C -2.55861 -2.82676 1.45934 -0.769 -0.967 -2.587
C -4.16322 -2.61386 1.04861 2.522 -2.006 -3.040
C -4.71028 -3.15076 -0.40631 4.180 -0.256 1.402
C -3.63088 -3.84422 -1.42937 1.716 1.017 3.443
C -2.06261 -4.03253 -0.99110 -2.394 1.341 1.724
C 1.45377 -1.45471 -0.93135 -0.706 -0.385 -0.029
C 1.66944 -0.87698 -2.40623 0.199 -1.253 -3.454
N 0.69322 0.15597 -2.92567 -0.138 -0.782 0.690
N 1.40602 -2.09955 -3.32934 0.326 0.058 1.484
N 3.04429 -0.43236 -2.83012 -0.333 0.113 0.513
H 2.43692 1.76403 4.19122 0.640 -2.817 -0.288
H 3.33150 0.01279 4.79855 -2.260 1.272 -0.445
H 0.85839 -1.05500 4.40762 0.538 1.466 -2.113
H 0.73496 1.76298 2.60830 -0.564 -2.641 -0.374
H -0.77245 0.69646 2.95941 2.323 -0.219 -1.020
H -0.49295 -0.81207 0.90709 1.435 1.337 1.027
H -0.38129 0.60301 -0.59933 1.609 1.030 -0.134
H -1.30501 2.69204 -0.43251 0.646 -1.399 2.053
H -0.84094 2.83520 1.38718 -0.419 -1.844 -1.456
H -2.47624 0.18258 0.21372 -0.084 2.191 1.314
H -2.69988 0.99188 1.97196 0.579 0.493 -2.550
H -4.27367 3.03022 -1.49321 -0.267 -1.673 0.697
H -5.17608 1.57892 -1.25350 1.562 0.855 0.252
H 1.42419 2.65710 0.74567 -0.090 -1.993 -1.447
H 2.81399 1.23456 1.53093 -0.985 -1.801 -2.010
H 4.48177 -0.16762 -0.63854 -1.111 2.324 1.131
H 4.12562 1.63713 -1.06003 0.240 -1.543 1.957
H 5.42400 2.45164 0.93453 -0.518 -2.345 0.782
H 6.57007 -0.44949 -0.08276 0.120 2.433 0.859
H 7.59110 0.64967 1.05780 -1.853 0.476 -1.724
H 7.01772 1.26097 -0.73143 -0.562 -0.950 2.270
H 3.68316 -1.82768 0.52275 -2.168 0.494 1.486
H 3.22232 -0.97012 2.13039 -1.130 -1.496 -1.815
H 2.72310 -3.88261 1.18023 -1.169 1.816 1.224
H 2.71449 -3.15316 2.91252 -1.425 0.402 -2.380
H 0.12978 -4.89202 0.66598 -0.023 1.151 -0.115
H -2.22447 -2.42938 2.50098 -0.606 -0.944 -2.083
H -4.88207 -2.10478 1.84683 1.766 -1.269 -1.987
H -5.83772 -3.05231 -0.71446 2.537 -0.191 0.731
H -3.94086 -4.23866 -2.51299 0.678 1.035 2.787
H -1.34002 -4.55246 -1.78170 -1.663 1.239 2.001
H 0.30739 -1.79137 -0.86815 2.393 0.733 -0.347
H 2.05290 -2.48786 -0.88061 -1.282 2.448 -0.083
H -0.01301 -0.31726 -3.55998 1.310 1.063 0.838
H 1.15856 0.94965 -3.41949 -0.512 -1.201 0.635
H 0.45929 -2.47182 -3.09959 1.081 -0.120 -0.187
H 2.16315 -2.80933 -3.10927 -1.595 0.823 -0.332
H 3.03381 -0.11510 -3.83426 -0.236 -0.821 1.515
H 3.77621 -1.16594 -2.72390 -1.011 0.685 -0.109
C -2.08166 -8.02095 4.90415 0.073 -0.498 -0.233
C -0.89641 -7.38030 4.23289 0.805 -0.573 -0.884
O -0.21020 -7.99956 3.42147 -0.806 0.699 0.847
C -0.58323 -5.95256 4.59276 0.335 -0.082 -0.327
H -2.18708 -9.05136 4.54830 0.031 0.233 0.066
H -1.93111 -8.03846 5.98653 -0.162 0.172 -0.040
H -2.99218 -7.47016 4.65540 0.052 0.051 0.223
H -0.36583 -5.87785 5.66119 -0.129 0.093 -0.058
H -1.42698 -5.30949 4.33004 0.002 -0.003 0.189
H 0.29744 -5.62182 4.03193 -0.220 -0.101 0.229
C -3.48096 2.41964 -5.58064 -0.035 -0.474 -0.239
C -2.24033 1.98454 -4.84759 0.331 -1.335 -0.088
O -1.84341 0.82151 -4.89832 -0.335 1.254 0.127
C -1.50402 3.02755 -4.05008 0.465 -0.240 0.128
H -3.90729 1.56264 -6.11290 0.117 0.157 0.160
H -4.22155 2.79283 -4.86876 0.080 0.194 -0.096
H -3.22955 3.19417 -6.30946 -0.066 0.151 0.226
H -2.15640 3.42779 -3.26996 -0.032 0.173 -0.137
H -1.16438 3.82921 -4.71072 -0.255 0.078 0.094
H -0.62932 2.57055 -3.57514 -0.182 0.001 -0.033
C -0.05764 7.02356 -7.12935 0.186 -0.514 -0.062
C -1.36357 6.56288 -6.53929 -0.386 -1.131 0.141
O -1.61660 5.36688 -6.40395 0.305 1.185 -0.104
C -2.34796 7.62219 -6.12111 -0.255 -0.365 0.124
H 0.55304 6.15100 -7.38470 -0.153 0.182 0.048
H -0.24365 7.59877 -8.03987 0.064 0.146 0.177
H 0.48609 7.62982 -6.40058 -0.098 0.160 -0.161
H -2.63612 8.22403 -6.98664 0.140 0.119 0.114
H -1.90633 8.25514 -5.34728 -0.047 0.113 -0.151
H -3.24449 7.14352 -5.71292 0.213 0.102 -0.087
C 2.77513 -8.70244 7.34828 -0.069 0.403 0.355
C 2.55538 -7.85576 6.12325 -0.219 1.393 0.017
O 2.34052 -6.64798 6.21186 0.199 -1.363 -0.094
C 2.60878 -8.54400 4.78552 -0.002 0.432 -0.234
H 2.70846 -8.07235 8.24161 0.015 -0.127 -0.213
H 2.00571 -9.47636 7.40799 0.204 -0.115 -0.064
H 3.76893 -9.15569 7.31335 -0.159 -0.173 -0.043
H 1.83194 -9.31077 4.73095 0.195 -0.062 -0.037
H 3.59526 -8.99014 4.63630 -0.119 -0.187 0.082
H 2.43266 -7.80957 3.99236 -0.029 -0.214 0.210
C -2.14998 7.42788 -0.95902 0.238 -0.247 -0.430
C -2.58680 8.68341 -1.66519 0.301 0.486 -1.562
O -2.28345 8.89480 -2.83825 -0.332 -0.379 1.495
C -3.40925 9.67033 -0.88058 -0.029 0.302 -0.397
H -1.56424 6.80943 -1.64744 -0.185 0.189 0.096
H -1.52452 7.68321 -0.09988 -0.211 -0.039 0.116
H -3.02564 6.85903 -0.63665 0.079 0.087 0.212
H -2.83996 10.02567 -0.01802 -0.167 -0.135 0.086
H -4.34116 9.20144 -0.55475 0.129 0.025 0.193
H -3.65222 10.52758 -1.51745 0.076 -0.222 0.135
```
Positions in Å, forces in eV/Å.

The calculation puts the electronic energy at -80888.4287 eV. As for the HOMO-LUMO gap: 0.2536 Eh. The maximum force is 8.4 eV/Å. The charge is +1.

***

2.
Entry from the OMol25 dataset: C40H69N5O2Re as an isolated structure (ωB97M-V/def2-TZVPD).

XYZ file:
```
117
Properties=species:S:1:pos:R:3:forces:R:3
Re 1.62585 -0.98840 -0.12577 -0.103 -0.073 -0.030
C 4.16116 1.17099 -0.50596 -0.035 -0.030 0.038
N 3.30056 0.30809 -1.36409 -0.058 -0.022 -0.131
C 4.16190 -0.47066 -2.29522 0.002 0.024 0.011
C 2.59214 1.27188 -2.27415 -0.032 0.002 0.093
C 1.33851 1.70405 -1.59834 0.095 -0.039 -0.086
N 0.52667 0.49434 -1.32154 -0.041 -0.070 -0.022
C 0.14788 -0.09870 -2.66012 0.009 -0.028 -0.051
C -1.07958 -0.92880 -2.57034 0.016 0.159 -0.110
C -2.13857 -0.74987 -3.44939 -0.015 0.034 -0.003
C -3.32309 -1.44002 -3.26183 -0.009 -0.003 -0.020
C -3.41322 -2.23319 -2.11604 0.014 -0.012 0.032
C -2.38820 -2.41660 -1.19533 -0.093 0.010 0.012
C -1.16302 -1.78810 -1.49636 0.176 -0.194 0.110
O -0.04115 -1.98017 -0.72720 0.222 0.345 0.126
C -2.63197 -3.21265 0.08939 0.015 -0.026 -0.042
C -4.08455 -3.67814 0.23365 0.005 -0.009 0.012
C -2.34463 -2.31724 1.31043 -0.027 0.024 0.012
C -1.76264 -4.47632 0.07827 -0.025 0.022 -0.029
C -4.51490 -1.33717 -4.20907 0.010 -0.011 0.007
C -5.73240 -0.79698 -3.44594 0.001 0.008 0.000
C -4.83410 -2.73513 -4.75826 -0.001 -0.001 0.001
C -4.22693 -0.40612 -5.38618 -0.002 0.003 -0.003
C -0.69455 0.96415 -0.57406 -0.044 0.027 -0.006
C -0.36153 1.90521 0.53970 -0.074 0.021 -0.043
C -1.08326 3.08103 0.64285 0.004 0.016 -0.011
C -0.83277 3.99211 1.65848 0.029 0.022 -0.013
C 0.18961 3.66938 2.54125 -0.039 0.016 -0.012
C 0.95512 2.50184 2.48096 0.025 -0.025 -0.009
C 0.65453 1.59241 1.44536 0.025 0.023 -0.009
O 1.29867 0.39028 1.31514 -0.023 -0.168 0.098
C 2.03133 2.27589 3.55493 0.019 0.022 0.009
C 1.65942 1.07293 4.42858 0.009 0.032 -0.007
C 2.18607 3.48071 4.49034 0.001 0.000 0.026
C 3.40419 2.05004 2.91397 0.021 0.029 -0.003
C -1.64841 5.27908 1.75934 -0.013 -0.028 0.029
C -1.20211 6.15491 2.93029 -0.003 -0.005 -0.008
C -1.48751 6.08259 0.46190 0.001 0.014 -0.017
C -3.12824 4.91864 1.95632 0.018 -0.008 0.001
H 4.85465 1.73235 -1.13506 -0.004 0.012 0.001
H 4.75853 0.60483 0.20134 -0.014 -0.047 -0.017
H 3.53494 1.86460 0.04852 0.001 0.007 0.031
H 4.76525 0.21918 -2.88991 0.000 0.000 -0.001
H 3.53020 -1.03804 -2.97731 0.012 -0.006 0.010
H 4.83904 -1.13997 -1.78406 0.028 -0.008 0.059
H 2.40132 0.78462 -3.22677 -0.019 0.001 0.049
H 3.24135 2.12506 -2.47770 0.031 -0.019 0.002
H 0.75641 2.39299 -2.21572 0.003 -0.003 0.004
H 1.55683 2.21287 -0.66464 0.000 0.007 0.010
H 1.00612 -0.67931 -3.00595 -0.047 0.005 0.021
H -0.01691 0.72224 -3.36240 -0.013 0.001 -0.012
H -2.02076 -0.05915 -4.27455 -0.007 0.007 -0.002
H -4.35416 -2.72530 -1.92544 -0.029 -0.013 0.003
H -4.78425 -2.84190 0.23281 -0.003 0.007 -0.004
H -4.19432 -4.19770 1.18696 -0.001 -0.003 0.001
H -4.37058 -4.37752 -0.55253 0.003 0.005 -0.001
H -3.17115 -1.62211 1.46650 0.012 0.016 -0.015
H -1.45089 -1.69692 1.20308 -0.033 0.006 -0.017
H -2.25720 -2.92008 2.21787 0.003 -0.002 0.008
H -2.11674 -5.16642 -0.68878 -0.003 0.000 0.004
H -1.80984 -4.99253 1.04010 -0.006 -0.001 0.010
H -0.73194 -4.23823 -0.15780 -0.007 -0.013 0.010
H -6.02415 -1.45267 -2.62468 0.001 0.000 0.002
H -6.58563 -0.71557 -4.12050 -0.002 0.000 0.000
H -5.52896 0.19403 -3.03549 0.000 -0.001 0.001
H -5.08821 -3.43464 -3.96065 0.000 -0.001 -0.003
H -3.98511 -3.14210 -5.31049 0.001 0.000 0.001
H -5.68646 -2.68204 -5.43677 -0.002 -0.001 -0.001
H -4.03131 0.61677 -5.05710 0.001 0.002 0.000
H -5.09572 -0.37554 -6.04355 0.000 0.001 0.000
H -3.37885 -0.75287 -5.98023 0.001 -0.001 0.001
H -1.24096 0.09920 -0.20972 0.044 -0.068 0.001
H -1.34114 1.46790 -1.29740 -0.012 -0.014 0.022
H -1.85317 3.28221 -0.09391 -0.011 -0.006 0.011
H 0.40484 4.36976 3.33043 -0.016 -0.010 -0.025
H 0.68032 1.21464 4.88766 0.001 0.002 -0.003
H 2.39172 0.94477 5.22846 0.007 -0.004 0.000
H 1.62955 0.16393 3.83715 -0.033 -0.038 -0.018
H 1.28114 3.67023 5.06818 0.008 -0.005 0.003
H 2.45140 4.39028 3.94978 0.010 -0.001 0.004
H 2.98614 3.27252 5.20170 0.004 -0.002 0.001
H 3.38909 1.17205 2.27115 -0.014 -0.006 -0.013
H 4.16582 1.90681 3.68315 -0.010 -0.013 -0.008
H 3.69762 2.91023 2.30795 0.006 0.001 0.003
H -0.16073 6.46780 2.83098 0.003 0.004 0.000
H -1.32481 5.64663 3.88872 -0.001 -0.003 -0.002
H -1.81373 7.05673 2.95906 0.001 0.002 -0.002
H -0.44216 6.34947 0.29466 0.003 0.001 0.001
H -2.06699 7.00487 0.52108 0.001 0.002 -0.004
H -1.84224 5.52704 -0.40817 0.001 0.001 0.010
H -3.27110 4.34775 2.87547 -0.001 0.000 0.000
H -3.51350 4.32612 1.12512 -0.007 -0.001 -0.004
H -3.72869 5.82674 2.02331 -0.001 0.005 -0.001
C 4.52041 -1.99373 0.60134 -0.095 0.046 0.028
C 4.06615 -3.09888 -0.34814 0.015 0.010 -0.027
N 2.70792 -2.85559 -0.93991 -0.030 0.085 0.059
C 1.82642 -4.00741 -0.59966 0.007 -0.045 0.017
C 1.52197 -3.94189 0.88526 0.013 0.013 -0.005
N 1.09209 -2.57415 1.30113 -0.073 -0.022 0.055
C 1.52929 -2.21991 2.65768 -0.068 -0.022 -0.016
C 3.01325 -1.95925 2.57284 0.086 0.024 -0.005
N 3.35450 -1.33614 1.24376 0.095 -0.021 -0.100
H 5.19242 -2.40206 1.35705 -0.026 -0.017 0.003
H 5.09024 -1.24215 0.07247 0.012 0.048 -0.010
H 4.80140 -3.23404 -1.14098 -0.019 0.032 -0.009
H 4.03326 -4.04567 0.18495 0.008 -0.028 -0.012
H 2.79284 -2.81489 -1.94914 0.017 -0.057 0.009
H 0.92838 -3.93359 -1.20025 -0.022 0.017 -0.009
H 2.32498 -4.95154 -0.83181 0.020 0.021 0.005
H 0.75717 -4.66913 1.15100 0.001 0.008 0.006
H 2.40579 -4.20261 1.46503 0.013 0.005 -0.012
H 0.07571 -2.54828 1.26284 0.031 -0.034 -0.046
H 0.97802 -1.32954 2.93762 0.002 0.019 0.033
H 1.31225 -3.01442 3.37492 -0.003 -0.021 -0.014
H 3.35487 -1.31019 3.37845 -0.025 0.017 -0.013
H 3.57446 -2.88878 2.64966 0.019 0.007 0.010
H 3.59001 -0.36900 1.45401 0.048 0.011 -0.031
```
Positions in Å, forces in eV/Å.

The calculation puts the electronic energy at -56263.6166 eV. As for the HOMO-LUMO gap (spin up / spin down): 0.2601 / 0.2346 Eh. As for the expectation value of S²: 0.7552. Its multiplicity is 2. The maximum force is 0.4 eV/Å. The energy above the lowest of the compared OMol25 structures with the same formula, charge and spin is 0.0 kcal per mole. The charge is +2.